Here is a structure of composition C22H32BrN8O2SV from the OMol25 dataset. Energies are from ωB97M-V/def2-TZVPD.

```
! wB97M-V def2-TZVPD RIJCOSX def2/J DEFGRID3
* xyz 1 2
V 0.10 -0.29 0.14
O 1.12 -0.92 -1.45
N 1.84 -0.08 -2.25
C 2.28 -0.60 -3.41
C 3.02 0.16 -4.27
C 3.31 1.48 -3.91
C 2.84 1.98 -2.73
C 2.06 1.20 -1.85
S 1.38 1.70 -0.35
H 2.01 -1.63 -3.57
H 3.37 -0.28 -5.20
H 3.89 2.11 -4.57
H 3.04 3.00 -2.42
C 1.82 1.42 4.83
N 2.53 0.80 3.72
C 3.92 0.42 4.00
C 4.31 -0.33 2.75
N 3.02 -0.81 2.27
C 3.01 -1.51 1.01
C 2.01 0.01 2.73
N 0.81 0.00 2.21
C -0.21 0.90 2.76
C -1.59 0.49 2.30
N -1.69 0.57 0.82
C -2.83 0.94 0.31
N -2.99 1.40 -0.95
C -1.92 2.01 -1.72
C -4.34 1.95 -1.11
C -5.11 1.32 0.04
N -4.05 0.87 0.94
C -4.35 -0.25 1.83
H 2.57 1.80 5.52
H 1.20 0.71 5.38
H 1.21 2.26 4.51
H 3.97 -0.21 4.90
H 4.53 1.30 4.17
H 4.98 -1.17 2.95
H 4.78 0.33 2.01
H 3.73 -2.32 1.07
H 3.26 -0.86 0.17
H 2.04 -1.96 0.82
H -0.02 1.93 2.43
H -0.23 0.89 3.85
H -2.31 1.16 2.76
H -1.79 -0.52 2.67
H -1.01 1.42 -1.67
H -1.68 3.01 -1.36
H -2.25 2.08 -2.76
H -4.75 1.68 -2.09
H -4.31 3.04 -1.05
H -5.71 0.47 -0.29
H -5.78 2.03 0.53
H -5.39 -0.55 1.66
H -4.25 0.00 2.89
H -3.71 -1.11 1.61
O -1.70 -6.22 0.60
C -1.33 -4.93 0.59
C -0.61 -4.32 1.61
C -0.29 -2.99 1.49
N -0.60 -2.24 0.41
C -1.31 -2.85 -0.54
Br -1.84 -1.79 -2.02
C -1.70 -4.17 -0.51
H -1.39 -6.65 1.40
H -0.31 -4.87 2.50
H 0.25 -2.47 2.26
H -2.28 -4.60 -1.32
*
```

Properties
Largest force on an atom in eV Å⁻¹: 1.1
Energy relative to the best compared isomer or geometry (same formula, charge and spin) in kcal per mole: 0.0
Gap between HOMO and LUMO (spin up / spin down) in Eh: 0.2520 / 0.2311
LUMO (spin up / spin down) in eV: -1.79 / -1.89